1.
DFT (ωB97M-V/def2-TZVPD) results for a 14-piece molecular cluster, C72H183N11O25 overall.

CARTESIAN COORDINATES (ANGSTROEM)
1 C -6.3759 4.6774 -0.1448
2 C -6.0715 3.8784 -1.4132
3 O -6.4538 2.5043 -1.1974
4 H -7.4153 4.6578 0.0912
5 H -6.1030 5.7185 -0.2002
6 H -5.8757 4.2641 0.7614
7 H -5.0207 3.8819 -1.6948
8 H -6.6113 4.2185 -2.3299
9 H -6.8939 2.1676 -2.0319
10 C 6.6369 -4.7386 0.0350
11 C 5.1628 -4.4835 -0.0936
12 O 4.8801 -3.6732 -1.2355
13 H 7.1023 -3.8141 0.1610
14 H 7.0688 -5.0965 -0.9388
15 H 6.8286 -5.3648 0.8703
16 H 4.8565 -3.8903 0.8297
17 H 4.5843 -5.3768 -0.2519
18 H 3.9745 -3.9951 -1.4542
19 C -6.1836 -1.0651 -0.2191
20 C -6.9981 -1.7937 -1.3620
21 O -6.6944 -3.2040 -1.4038
22 H -6.2424 -1.6699 0.6843
23 H -6.5069 -0.0551 -0.0031
24 H -5.1503 -0.9519 -0.4596
25 H -6.8308 -1.2993 -2.3325
26 H -8.0636 -1.6072 -1.1508
27 H -5.8007 -3.1861 -1.7647
28 C -8.9177 1.0469 -3.4576
29 O -7.6746 1.7286 -3.6567
30 C -6.7963 1.1246 -4.5224
31 C -5.8724 2.2494 -4.9111
32 N -6.3303 3.2555 -5.8944
33 C -6.8108 4.4794 -5.4014
34 C -5.7024 5.5810 -5.2689
35 O -4.7065 5.2238 -4.2826
36 C -3.8517 6.2983 -3.9961
37 H -8.7307 0.0482 -3.1555
38 H -9.5573 1.0133 -4.3467
39 H -9.4154 1.5861 -2.6903
40 H -7.3439 0.8300 -5.4715
41 H -6.2912 0.2510 -4.0718
42 H -4.9750 1.7092 -5.3192
43 H -5.5559 2.8655 -3.9836
44 H -6.8237 2.8362 -6.6623
45 H -7.3314 4.2940 -4.4926
46 H -7.6035 4.9317 -6.0579
47 H -6.1398 6.5691 -4.9598
48 H -5.2039 5.7594 -6.2511
49 H -2.8945 5.9407 -3.5802
50 H -4.3797 6.9506 -3.2865
51 H -3.6217 6.8942 -4.8716
52 C 0.2797 -3.9025 3.1922
53 O 1.2264 -4.8753 3.5730
54 C 2.4537 -4.7312 2.8825
55 C 3.4227 -5.7192 3.3991
56 N 2.9537 -7.0765 3.1801
57 C 4.0240 -8.0511 3.2794
58 C 4.6906 -7.9447 4.6422
59 O 3.7305 -8.1165 5.6537
60 C 4.1231 -7.5194 6.8335
61 H 0.6641 -2.8484 3.2931
62 H -0.5483 -3.9581 3.8501
63 H 0.0640 -4.0366 2.1300
64 H 2.9702 -3.7305 3.0327
65 H 2.3364 -4.9345 1.7839
66 H 3.7291 -5.5014 4.4046
67 H 4.3577 -5.6491 2.8526
68 H 2.1476 -7.3446 3.7528
69 H 4.7574 -7.9094 2.4126
70 H 3.6371 -9.0919 3.2168
71 H 5.1523 -6.9786 4.8276
72 H 5.5367 -8.6587 4.6575
73 H 4.2767 -6.3935 6.7598
74 H 5.0673 -7.9390 7.2521
75 H 3.3410 -7.6537 7.5510
76 C -0.2810 5.3076 -8.2016
77 O 0.2870 5.1358 -6.9026
78 C 1.3310 4.1567 -6.9837
79 C 1.9306 4.0345 -5.6238
80 N 0.9665 3.5966 -4.5785
81 C 1.4180 3.8869 -3.2196
82 C 0.3334 3.5569 -2.2324
83 O -0.7522 4.4369 -2.4375
84 C -1.6805 4.2085 -1.4032
85 H -0.6808 4.3313 -8.4866
86 H 0.4559 5.6104 -8.9602
87 H -1.0899 6.0386 -8.0736
88 H 2.0651 4.3852 -7.7625
89 H 0.9488 3.1550 -7.1810
90 H 2.4035 4.9975 -5.3939
91 H 2.6700 3.2913 -5.6540
92 H 0.0945 4.0191 -4.8183
93 H 1.8024 4.9070 -3.1152
94 H 2.2732 3.2098 -3.0789
95 H 0.6798 3.5427 -1.1833
96 H -0.0147 2.5314 -2.4672
97 H -2.0227 3.1900 -1.2818
98 H -2.4866 4.9536 -1.6097
99 H -1.2575 4.4025 -0.4201
100 C -2.4614 4.1643 7.4831
101 O -2.5681 2.9076 6.7662
102 C -3.6002 2.1698 7.3863
103 C -3.7361 0.8731 6.6129
104 N -4.3461 1.1369 5.3150
105 C -4.8962 0.0700 4.5567
106 C -5.0044 0.6294 3.1744
107 O -3.6986 1.0689 2.7194
108 C -3.6595 1.3750 1.3167
109 H -1.5179 4.5901 7.1251
110 H -2.3468 4.0372 8.5611
111 H -3.3339 4.7795 7.3330
112 H -4.5892 2.6235 7.3260
113 H -3.3516 2.0521 8.4270
114 H -4.3245 0.1971 7.1581
115 H -2.7069 0.4607 6.5117
116 H -3.5782 1.4952 4.7711
117 H -5.9377 -0.1641 4.8596
118 H -4.2391 -0.8085 4.5919
119 H -5.6690 1.4960 3.1534
120 H -5.3831 -0.0474 2.4262
121 H -4.3241 2.1936 1.0404
122 H -3.9212 0.4779 0.7702
123 H -2.6421 1.6272 1.0893
124 C -1.1924 -4.2831 -6.0033
125 O -0.0307 -3.8747 -5.3189
126 C 0.8973 -4.8409 -5.0222
127 C 2.0121 -4.3247 -4.0945
128 N 1.8887 -4.5817 -2.7031
129 C 1.0084 -3.7903 -1.9176
130 C 0.7664 -4.2694 -0.5347
131 O 0.2351 -5.5919 -0.6160
132 C -0.2799 -6.1813 0.6002
133 H -0.9752 -4.5291 -7.0491
134 H -1.8936 -3.4847 -5.9738
135 H -1.6328 -5.1395 -5.5283
136 H 1.2443 -5.2773 -5.9739
137 H 0.4620 -5.7447 -4.5360
138 H 2.1531 -3.2969 -4.3765
139 H 2.9352 -4.8598 -4.3155
140 H 1.6772 -5.5969 -2.5914
141 H -0.0278 -3.8006 -2.3576
142 H 1.3863 -2.7733 -1.8953
143 H 0.1175 -3.6436 0.1245
144 H 1.6951 -4.1919 0.0615
145 H -1.1500 -5.6255 1.0014
146 H 0.4856 -6.3255 1.3622
147 H -0.6351 -7.1697 0.3672
148 C 0.8239 5.0738 3.2692
149 O -0.5532 5.1038 2.9556
150 C -1.2798 4.1193 3.7697
151 C -2.6230 4.7697 4.0346
152 N -2.3384 5.9433 4.8272
153 C -3.4652 6.7888 5.0357
154 C -3.1103 8.2580 5.4465
155 O -2.1495 8.7075 4.5151
156 C -1.7463 9.9954 4.8344
157 H 1.2935 5.8667 2.7128
158 H 1.2778 4.0829 3.0350
159 H 0.9726 5.2004 4.3179
160 H -0.7984 3.9362 4.7718
161 H -1.4096 3.1321 3.3133
162 H -3.1920 4.0164 4.5539
163 H -3.1042 4.9136 3.0476
164 H -1.7572 6.4635 4.1814
165 H -4.0980 6.4181 5.8724
166 H -3.9537 6.9451 4.0586
167 H -2.6787 8.1643 6.4811
168 H -3.9757 8.9025 5.4004
169 H -2.4215 10.7964 4.5842
170 H -0.8835 10.0846 4.1345
171 H -1.3081 10.0797 5.8530
172 C 10.4800 -2.6353 7.9366
173 O 9.8758 -3.0750 6.7721
174 C 10.6610 -3.1628 5.5888
175 C 9.9575 -2.4459 4.4718
176 N 8.5435 -2.8233 4.4176
177 C 7.8003 -2.3019 3.2461
178 C 6.3295 -2.6280 3.3618
179 O 5.7665 -1.8884 4.4100
180 C 4.3785 -1.9370 4.4604
181 H 11.5441 -2.9354 7.8898
182 H 9.9872 -3.0083 8.8177
183 H 10.5098 -1.5283 7.9399
184 H 10.8592 -4.2264 5.2643
185 H 11.6387 -2.7726 5.7555
186 H 10.4042 -2.7601 3.5389
187 H 10.0726 -1.3943 4.5994
188 H 8.0694 -2.6877 5.3116
189 H 8.1559 -2.7618 2.3125
190 H 7.9369 -1.2180 3.0648
191 H 6.2217 -3.7123 3.5691
192 H 5.8963 -2.4871 2.3384
193 H 3.8618 -1.4008 3.6916
194 H 4.0500 -1.4408 5.4239
195 H 3.9553 -3.0037 4.5514
196 C 4.2760 1.7791 4.8140
197 O 4.8752 1.8811 3.4794
198 C 5.8612 2.8539 3.4247
199 C 6.3053 2.9669 1.9745
200 N 6.9228 1.6915 1.4357
201 C 5.9357 0.8604 0.7911
202 C 6.5234 -0.3704 0.1163
203 O 7.0358 -0.0624 -1.1075
204 C 7.5146 -1.1383 -1.8025
205 H 4.3925 2.7685 5.3835
206 H 4.7299 0.9127 5.2913
207 H 3.2451 1.6092 4.6145
208 H 6.7892 2.6280 3.9286
209 H 5.3093 3.7405 3.7396
210 H 7.0717 3.7370 1.9655
211 H 5.4142 3.2281 1.3378
212 H 7.5579 2.0668 0.7038
213 H 5.5131 1.4664 -0.0223
214 H 5.1131 0.5589 1.4317
215 H 5.7801 -1.2339 0.0292
216 H 7.3241 -0.8804 0.6855
217 H 6.7966 -1.9048 -1.9258
218 H 8.4428 -1.5557 -1.4176
219 H 7.6473 -0.8054 -2.8463
220 C 2.8673 -1.6490 0.9988
221 O 2.6409 -0.5470 1.8433
222 C 1.3613 0.0304 1.8308
223 C 1.0134 0.7130 0.4694
224 N 0.3958 -0.1235 -0.5484
225 C -1.0795 -0.0542 -0.4918
226 C -1.7333 -0.6484 -1.7139
227 O -3.1610 -0.4319 -1.7162
228 C -3.6591 0.7299 -2.3741
229 H 3.6240 -2.2519 1.4824
230 H 3.2271 -1.4034 -0.0216
231 H 1.9384 -2.2979 0.8866
232 H 1.4358 0.7893 2.5801
233 H 0.5778 -0.6637 2.0737
234 H 1.9000 1.1538 0.1530
235 H 0.3616 1.5323 0.8075
236 H 0.8662 -0.1526 -1.4486
237 H -1.3068 1.0093 -0.4227
238 H -1.3664 -0.5607 0.4062
239 H -1.6652 -1.7643 -1.8242
240 H -1.2980 -0.2109 -2.6312
241 H -4.7330 0.6147 -2.5299
242 H -3.1874 0.8087 -3.3433
243 H -3.5936 1.6134 -1.7916
244 C -4.5631 -1.6615 -6.1390
245 O -3.9843 -2.6718 -5.3030
246 C -4.4391 -2.6452 -3.9789
247 C -3.5114 -3.4134 -3.1319
248 N -3.8622 -3.2065 -1.7702
249 C -3.3243 -4.2669 -0.8776
250 C -3.7330 -4.0049 0.5544
251 O -2.8867 -2.9493 1.0561
252 C -3.1736 -2.7315 2.3953
253 H -4.1637 -1.9437 -7.1465
254 H -4.1108 -0.6218 -5.9291
255 H -5.6832 -1.6870 -6.0994
256 H -4.5455 -1.6063 -3.5474
257 H -5.4186 -3.0614 -3.8293
258 H -3.6821 -4.4905 -3.3594
259 H -2.4315 -3.1905 -3.3861
260 H -3.5685 -2.2989 -1.4038
261 H -3.7553 -5.2013 -1.2470
262 H -2.2467 -4.2827 -0.9431
263 H -4.7609 -3.7180 0.7323
264 H -3.6474 -4.8863 1.2131
265 H -4.2471 -2.5732 2.4953
266 H -2.5688 -1.9880 2.8618
267 H -2.9396 -3.6649 2.9725
268 C 4.0934 -0.6184 -2.9048
269 O 2.7755 -0.0758 -3.1667
270 C 2.2963 -0.5143 -4.4568
271 C 0.7675 -0.3530 -4.3868
272 N 0.1423 -0.6489 -5.6201
273 C -1.2460 -0.1455 -5.8491
274 C -1.2807 1.3580 -6.2291
275 O -2.6553 1.7664 -6.2574
276 C -2.8024 3.1411 -6.3177
277 H 4.5271 -0.0510 -2.0388
278 H 4.7538 -0.3046 -3.7256
279 H 4.1713 -1.6681 -2.7009
280 H 2.6060 -1.5558 -4.5136
281 H 2.6732 0.0613 -5.2819
282 H 0.5885 0.7005 -4.1658
283 H 0.4341 -0.8917 -3.4941
284 H 0.0425 -1.6588 -5.7620
285 H -1.8688 -0.3928 -4.9985
286 H -1.5829 -0.6442 -6.7689
287 H -0.6983 1.5071 -7.1825
288 H -0.7535 1.9319 -5.5024
289 H -2.1146 3.6501 -7.0468
290 H -2.4595 3.5204 -5.3566
291 H -3.8138 3.3925 -6.5884

Values from the calculation:
ΔE to the lowest compared entry with this formula, charge and spin, kcal/mol: 0.0
Frontier orbital gap, eV: 8.93
Calculated total energy, a.u.: -5335.7037
Highest occupied orbital energy, eV: -8.23

---

2.
DFT (ωB97M-V/def2-TZVPD) results for a 9-piece molecular cluster, C18H32BNO36S7 overall.

CARTESIAN COORDINATES (ANGSTROEM)
1 N 2.1462 -4.3000 7.3860
2 H 2.9292 -4.4845 7.9968
3 H 2.1903 -4.9566 6.6199
4 H 2.3245 -3.3565 7.0727
5 H 1.2867 -4.3409 7.9149
6 O 0.9008 -1.4803 2.0694
7 C 0.2408 -1.3628 1.0689
8 O -0.9923 -1.6693 0.9249
9 B -1.4919 -1.4238 -0.4948
10 O -0.2964 -0.8643 -1.1445
11 C 0.7065 -0.7397 -0.3098
12 O 1.8151 -0.3005 -0.6302
13 O -2.0090 -2.6758 -1.1921
14 C -3.3476 -2.5244 -1.4227
15 O -4.0897 -3.3694 -2.0465
16 C -3.7508 -1.0279 -1.0276
17 O -2.6426 -0.4347 -0.6102
18 O -4.8263 -0.5685 -1.0700
19 C 6.7710 -2.3380 -4.4550
20 C 8.1950 -1.7045 -4.4013
21 O 9.0790 -2.7330 -4.7243
22 S 8.3994 -3.5864 -6.0368
23 O 8.7196 -5.0549 -5.8952
24 O 8.6232 -2.9108 -7.3833
25 O 6.8718 -3.3358 -5.4518
26 H 6.0979 -1.5685 -4.8329
27 H 6.4597 -2.6926 -3.4724
28 H 8.3877 -1.3221 -3.3989
29 H 8.2999 -0.8785 -5.1046
30 C -3.6538 2.6536 4.6424
31 C -2.2970 3.3154 4.4540
32 O -1.6570 3.0419 5.6462
33 S -2.3886 1.8699 6.5997
34 O -3.1939 2.5480 7.6405
35 O -1.4772 0.8072 6.9499
36 O -3.3241 1.4870 5.3159
37 H -4.2008 2.5383 3.7067
38 H -4.2323 3.3675 5.2288
39 H -2.5283 4.3748 4.3435
40 H -1.7757 2.9048 3.5892
41 C 6.0358 5.1999 4.2854
42 C 4.8679 4.3791 3.7986
43 O 3.8196 5.3151 3.9337
44 S 4.1391 6.5585 5.0455
45 O 3.3005 6.2406 6.2281
46 O 3.9843 7.8852 4.4692
47 O 5.6818 6.0538 5.2290
48 H 6.6307 5.7558 3.5608
49 H 6.6567 4.4897 4.8314
50 H 4.5830 3.4786 4.3426
51 H 5.1256 4.2178 2.7518
52 C -11.6601 -3.8187 -0.3116
53 C -11.0623 -4.8327 0.7091
54 O -11.3248 -6.1676 0.2551
55 S -12.2879 -6.2317 -1.0867
56 O -13.5123 -7.0763 -0.8429
57 O -11.3885 -6.4299 -2.2714
58 O -12.6783 -4.5513 -0.9803
59 H -10.9848 -3.5358 -1.1191
60 H -12.2654 -3.0573 0.1803
61 H -11.4285 -4.7266 1.7302
62 H -9.9772 -4.7802 0.7978
63 C -5.5048 6.6164 -3.5672
64 C -4.2952 5.5735 -3.1478
65 O -4.2418 5.8142 -1.7658
66 S -4.4531 7.4368 -1.3129
67 O -3.2353 8.2374 -1.5386
68 O -5.0106 7.5308 0.0369
69 O -5.6650 7.6154 -2.5050
70 H -6.4315 6.0447 -3.5184
71 H -5.3362 7.1864 -4.4809
72 H -3.2769 5.8255 -3.4439
73 H -4.6114 4.5609 -3.3985
74 C 3.7324 5.8042 -3.1417
75 C 3.4449 4.7992 -4.2007
76 O 4.5946 4.0516 -4.1546
77 S 6.0094 4.8459 -3.9617
78 O 6.4637 5.1882 -5.2844
79 O 6.8627 4.1838 -2.9661
80 O 5.1151 6.1105 -3.2699
81 H 3.6630 5.3970 -2.1330
82 H 3.0552 6.6517 -3.2480
83 H 3.3037 5.1468 -5.2241
84 H 2.5918 4.2085 -3.8668
85 C 1.8809 -8.4901 -1.5667
86 C 3.4201 -8.5863 -1.8990
87 O 3.9413 -8.0191 -0.7206
88 S 3.1122 -8.5607 0.6991
89 O 2.7439 -7.5065 1.6261
90 O 3.7141 -9.8654 1.2261
91 O 1.7738 -8.9031 -0.2003
92 H 1.2960 -9.0335 -2.3087
93 H 1.4224 -7.5054 -1.4758
94 H 3.7142 -8.0069 -2.7741
95 H 3.6830 -9.6219 -2.1148

Values from the calculation:
ΔE to the lowest compared entry with this formula, charge and spin, kcal/mol: 224.8
Frontier orbital gap, eV: 6.07
Calculated total energy, a.u.: -6280.3473
Highest occupied orbital energy, eV: -9.04

---

3.
DFT (ωB97M-V/def2-TZVPD) results for one molecule with the formula C25H30N4O5S.

CARTESIAN COORDINATES (ANGSTROEM)
1 C -4.0684 -2.5846 -0.3684
2 H -3.7268 -1.6401 0.0734
3 O -3.3239 -2.8999 -1.5211
4 C -1.9329 -2.9203 -1.3266
5 H -1.4977 -2.8576 -2.3294
6 C -1.4248 -4.1921 -0.6221
7 N -0.0147 -4.1013 -0.3354
8 C 0.4453 -3.8982 0.9201
9 O -0.2314 -4.0201 1.9145
10 C 1.9489 -3.6508 1.0134
11 H 2.1678 -3.2053 1.9829
12 H 2.4892 -4.5934 0.9124
13 S 2.6151 -2.5727 -0.2834
14 C 1.4713 -1.2435 -0.1291
15 N 0.5574 -1.3949 0.7556
16 C -0.4276 -0.4564 0.8479
17 C -1.4603 -0.6168 1.7785
18 C -2.4897 0.2866 1.8204
19 C -2.5548 1.3913 0.9410
20 C -1.5081 1.5606 0.0385
21 C -0.4539 0.6523 -0.0119
22 C 0.6233 0.8340 -0.9773
23 O 0.7197 1.7718 -1.7450
24 N 1.5806 -0.1885 -0.9824
25 C 2.7143 -0.0641 -1.8901
26 C 3.9304 0.4564 -1.1702
27 C 3.9259 1.7437 -0.6529
28 C 5.0186 2.2429 0.0336
29 C 6.1471 1.4492 0.2105
30 C 6.1549 0.1547 -0.3115
31 C 5.0592 -0.3339 -0.9898
32 H 5.0794 -1.3385 -1.3853
33 H 7.0366 -0.4495 -0.1690
34 O 7.2780 1.8329 0.8631
35 C 7.3374 3.1314 1.4013
36 H 8.3200 3.2141 1.8631
37 H 6.5664 3.2875 2.1628
38 H 7.2390 3.8945 0.6224
39 H 4.9780 3.2490 0.4198
40 H 3.0576 2.3702 -0.7941
41 H 2.4015 0.6421 -2.6652
42 H 2.9164 -1.0414 -2.3361
43 H -1.4757 2.3767 -0.6652
44 N -3.5969 2.2922 1.0594
45 C -3.6031 3.5276 0.3008
46 H -2.5894 3.9039 0.1773
47 C -4.2957 3.3351 -1.0540
48 O -5.6142 2.8636 -0.8699
49 C -5.6261 1.6560 -0.1445
50 H -6.6755 1.3776 -0.0350
51 C -4.9581 1.8195 1.2301
52 H -4.9828 0.8689 1.7579
53 H -5.5082 2.5655 1.8131
54 H -5.0983 0.8710 -0.7104
55 H -4.3834 4.2820 -1.5883
56 H -3.7264 2.6207 -1.6678
57 H -4.1752 4.2586 0.8834
58 H -3.2615 0.1552 2.5632
59 H -1.4240 -1.4669 2.4411
60 H 0.6061 -3.9289 -1.1128
61 H -1.9251 -4.3176 0.3404
62 H -1.6259 -5.0658 -1.2491
63 H -1.6172 -2.0415 -0.7463
64 H -5.1022 -2.4845 -0.6940
65 H -4.0053 -3.3697 0.3914

Values from the calculation:
ΔE to the lowest compared entry with this formula, charge and spin, kcal/mol: 30.5
Frontier orbital gap, eV: 7.95
Calculated total energy, a.u.: -1964.0806
Highest occupied orbital energy, eV: -7.52
Structure (SMILES): COCCNC(=O)CSc1nc2ccc(N3CCOCC3)cc2c(=O)n1Cc1ccc(OC)cc1

---

Number 1: F_max 3.25 eV/A. Number 2: F_max 6.17 eV/A. Number 3: F_max 0.91 eV/A.